Entry 1:
Below is a 6-piece molecular cluster, C9H28ClO9 overall at a distorted geometry, with properties calculated with wB97M-V/def2-TZVPD.

Results
ΔE to the lowest compared entry with this formula, charge and spin in kJ/mol: 159.2
Largest force on an atom in eV/A: 2.60
E_tot in eV: -40729.685
Frontier orbital gap in eV: 9.63
HOMO in eV: -6.7402
Net charge: -1
Spin multiplicity: 1

XYZ file:
```
47
C9H28ClO9 (wB97M-V/def2-TZVPD)
Cl 0.521 0.000 0.047
O 1.875 0.445 -0.089
O 0.394 -0.962 1.107
O -0.313 1.093 0.343
O 0.152 -0.621 -1.185
C -3.045 -0.113 -2.892
C -4.005 0.442 -1.799
O -5.208 -0.216 -1.740
H -2.877 -1.189 -2.932
H -2.017 0.243 -2.814
H -3.468 0.002 -3.890
H -4.223 1.464 -2.110
H -3.614 0.471 -0.782
H -5.547 0.124 -0.909
C -3.706 -3.850 -0.530
C -2.680 -2.750 -0.179
O -1.537 -3.396 0.331
H -4.082 -4.390 0.340
H -3.313 -4.481 -1.328
H -4.605 -3.308 -0.823
H -3.004 -2.027 0.570
H -2.414 -2.263 -1.117
H -0.887 -2.709 0.494
C 3.945 3.966 0.709
C 2.898 3.862 -0.411
O 3.445 3.036 -1.364
H 4.852 4.528 0.485
H 4.250 2.978 1.052
H 3.493 4.390 1.606
H 2.528 4.798 -0.829
H 2.090 3.263 0.008
H 3.932 2.419 -0.813
C 3.064 -1.638 3.888
C 2.118 -1.621 5.041
O 2.849 -1.747 6.250
H 2.586 -1.635 2.908
H 3.663 -2.546 3.966
H 3.751 -0.795 3.972
H 1.322 -2.365 5.012
H 1.637 -0.646 5.122
H 3.048 -2.681 6.349
C 0.182 1.826 -3.804
O 1.243 1.952 -2.922
H 0.266 2.390 -4.733
H 0.140 0.760 -4.029
H -0.766 2.152 -3.376
H 1.067 1.346 -2.199
```

Atomic partial charges in e from the Mulliken method, atoms 1 to 2: 1.76 -0.65

***

Entry 2:
Below is C16H31O9S4Tl as an isolated structure at a distorted geometry, with properties calculated with wB97M-V/def2-TZVPD.

Results
ΔE to the lowest compared entry with this formula, charge and spin in kJ/mol: 338.3
Largest force on an atom in eV/A: 7.29
E_tot in eV: -83543.252
Frontier orbital gap in eV: 2.36
HOMO in eV: -6.6585
Spin multiplicity: 1

XYZ file:
```
61
C16H31O9S4Tl (wB97M-V/def2-TZVPD)
Tl 0.256 0.484 0.647
C -0.798 -3.288 3.564
C -0.547 -1.883 4.069
O 0.315 -1.136 3.150
H 0.156 -3.815 3.573
H -1.148 -3.125 2.544
H -1.664 -3.783 4.002
H -0.237 -2.012 5.106
H -1.534 -1.423 4.117
C 0.148 -2.942 -3.165
C -0.102 -2.188 -1.886
C -1.341 -2.620 -0.992
O -1.498 -2.089 0.197
C -2.261 -3.535 -1.728
C -1.998 -4.153 -2.868
C -0.728 -3.838 -3.662
O -0.459 -4.192 -4.894
O -2.952 -4.931 -3.266
O 0.544 -1.235 -1.502
H 1.039 -2.682 -3.717
H -3.181 -3.810 -1.233
C -1.639 5.127 1.471
S -0.516 4.664 0.118
O -0.034 3.211 0.148
C -1.790 4.757 -1.229
H -2.043 6.113 1.242
H -1.175 5.200 2.455
H -2.503 4.465 1.518
H -2.196 5.768 -1.197
H -2.679 4.130 -1.156
H -1.301 4.529 -2.176
C 2.402 -3.635 1.676
S 3.015 -2.368 0.596
O 2.556 -1.005 0.972
C 4.794 -2.439 1.077
H 1.363 -3.941 1.555
H 2.229 -3.209 2.664
H 3.060 -4.505 1.699
H 5.041 -2.388 2.138
H 5.086 -1.569 0.489
H 5.061 -3.428 0.702
C 5.335 2.073 -0.474
S 3.647 2.461 -1.432
O 2.553 1.632 -0.771
C 3.208 4.084 -0.675
H 5.089 2.423 0.529
H 6.192 2.735 -0.599
H 5.463 0.995 -0.569
H 2.759 4.051 0.318
H 2.370 4.462 -1.260
H 3.914 4.914 -0.635
C -4.693 0.356 -0.069
S -3.732 1.835 -0.603
O -2.292 1.518 -0.226
C -3.997 1.417 -2.351
H -5.738 0.386 -0.376
H -4.594 0.112 0.988
H -4.145 -0.480 -0.502
H -3.322 0.568 -2.458
H -3.816 2.240 -3.043
H -4.939 0.935 -2.611
```

Atomic partial charges in e from the Mulliken method, atoms 1 to 2: 1.16 -0.47

***

Entry 3:
Below is an isolated ion of composition C4H5N2O3S and charge -1 at a distorted geometry, with properties calculated with wB97M-V/def2-TZVPD.

Results
ΔE to the lowest compared entry with this formula, charge and spin in kJ/mol: 112.9
Largest force on an atom in eV/A: 4.25
E_tot in eV: -24183.418
Frontier orbital gap (spin up / spin down) in eV: 5.42 / 7.07
HOMO (spin up / spin down) in eV: -2.0679 / -5.4957
Net charge: -1
Spin multiplicity: 3

XYZ file:
```
15
C4H5N2O3S (wB97M-V/def2-TZVPD)
C 1.834 -1.225 0.932
C 0.590 -0.761 0.573
C 3.886 0.213 0.754
C -1.123 0.639 0.056
N 2.904 -0.443 0.772
N 0.191 0.323 0.061
O 5.127 1.209 -1.419
O 6.509 0.847 0.599
O 5.648 -1.101 -0.697
S 5.505 0.320 -0.319
H 1.935 -2.186 1.295
H -0.204 -1.524 0.678
H -1.438 1.681 0.388
H -1.449 0.550 -0.911
H -1.818 0.041 0.646
```

Atomic partial charges in e from the Mulliken method, atoms 1 to 2: -0.58 0.06

***

Entry 4:
Below is C52H80AgN2Sb2Si4 as an isolated structure, with properties calculated with wB97M-V/def2-TZVPD.

Results
ΔE to the lowest compared entry with this formula, charge and spin in kJ/mol: 0.0
Largest force on an atom in eV/A: 0.46
E_tot in eV: -106792.195
Frontier orbital gap in eV: 6.46
HOMO in eV: -4.1277
Net charge: -1
Spin multiplicity: 1

XYZ file:
```
141
C52H80AgN2Sb2Si4 (wB97M-V/def2-TZVPD)
Ag 0.429 1.250 -1.086
C 1.759 1.853 4.043
Sb 0.700 0.751 2.490
C 1.263 2.032 0.868
C 0.869 3.447 0.837
C -0.469 3.879 0.751
C -0.757 5.215 0.608
C 0.284 6.139 0.551
C 1.570 5.646 0.652
N 1.864 4.356 0.799
Si 3.126 1.895 0.657
C 4.333 2.637 1.911
C 3.678 2.513 -1.043
C 3.569 0.043 0.715
C -1.319 0.918 3.624
C -2.359 0.760 2.550
C -3.713 0.495 2.811
C -4.597 0.320 1.766
C -4.131 0.402 0.461
C -2.783 0.643 0.282
N -1.927 0.813 1.289
Si -1.283 -0.728 4.584
C -1.461 -2.162 3.385
C -2.706 -0.937 5.815
C 0.296 -1.002 5.567
Si -1.663 2.392 4.767
C -0.864 2.239 6.471
C -3.507 2.608 5.137
C -1.152 4.068 4.119
H 2.810 1.575 4.017
H 1.369 1.617 5.027
H 1.686 2.925 3.860
H -1.255 3.134 0.776
H -1.786 5.544 0.522
H 0.100 7.198 0.427
H 2.422 6.320 0.612
H 4.122 3.680 2.140
H 5.338 2.572 1.483
H 4.343 2.068 2.840
H 3.895 3.581 -1.022
H 2.903 2.349 -1.795
H 4.578 1.980 -1.359
H 3.845 -0.280 1.722
H 4.405 -0.182 0.049
H 2.717 -0.561 0.401
H -4.059 0.428 3.830
H -5.642 0.119 1.967
H -4.782 0.271 -0.392
H -2.353 0.709 -0.714
H -2.416 -2.115 2.858
H -1.425 -3.108 3.929
H -0.663 -2.163 2.641
H -3.663 -1.081 5.312
H -2.811 -0.099 6.502
H -2.514 -1.831 6.412
H 1.172 -1.062 4.921
H 0.204 -1.955 6.093
H 0.475 -0.228 6.310
H -1.159 1.341 7.012
H -1.194 3.100 7.058
H 0.224 2.271 6.435
H -3.969 1.745 5.615
H -4.074 2.840 4.235
H -3.608 3.458 5.818
H -0.114 4.111 3.792
H -1.288 4.798 4.922
H -1.773 4.376 3.280
C 1.255 1.050 -4.656
Si -0.161 1.609 -3.496
C -1.708 0.693 -4.255
C -3.041 1.260 -3.759
C -1.601 -0.754 -3.771
C -1.737 0.663 -5.785
C -0.252 3.537 -3.786
C 1.045 4.124 -3.214
C -0.367 3.965 -5.249
C -1.415 4.160 -3.011
H 1.116 1.383 -5.687
H 1.344 -0.039 -4.662
H 2.214 1.436 -4.305
H -3.038 1.439 -2.682
H -3.857 0.560 -3.983
H -3.282 2.205 -4.247
H -1.608 -0.817 -2.680
H -0.676 -1.223 -4.112
H -2.437 -1.358 -4.147
H -1.823 1.658 -6.220
H -2.599 0.076 -6.131
H -0.840 0.196 -6.195
H 1.928 3.752 -3.738
H 1.162 3.887 -2.154
H 1.037 5.217 -3.308
H 0.421 3.533 -5.869
H -0.284 5.058 -5.326
H -1.329 3.684 -5.680
H -1.414 3.834 -1.971
H -2.381 3.902 -3.445
H -1.333 5.255 -3.016
C -0.123 -6.123 0.009
C 1.071 -5.498 0.685
C 1.829 -6.321 1.519
C 2.949 -5.861 2.190
C 3.335 -4.540 2.035
C 2.588 -3.710 1.215
C 1.462 -4.162 0.522
Sb 0.655 -2.518 -0.668
C 2.260 -2.542 -2.107
C 2.726 -1.268 -2.435
C 3.828 -1.081 -3.256
C 4.489 -2.188 -3.760
C 4.038 -3.459 -3.443
C 2.934 -3.662 -2.618
C 2.544 -5.081 -2.301
C -0.887 -3.494 -1.810
C -0.703 -3.844 -3.142
C -1.730 -4.418 -3.879
C -2.962 -4.632 -3.283
C -3.161 -4.264 -1.960
C -2.138 -3.692 -1.212
C -2.378 -3.297 0.220
H -0.005 -7.206 -0.031
H -0.269 -5.758 -1.004
H -1.043 -5.916 0.559
H 1.528 -7.357 1.634
H 3.516 -6.532 2.824
H 4.206 -4.152 2.548
H 2.904 -2.678 1.110
H 2.208 -0.391 -2.056
H 4.155 -0.079 -3.497
H 5.353 -2.065 -4.401
H 4.554 -4.325 -3.843
H 2.757 -5.730 -3.152
H 1.489 -5.169 -2.063
H 3.105 -5.455 -1.442
H 0.254 -3.660 -3.616
H -1.569 -4.684 -4.916
H -3.772 -5.075 -3.848
H -4.128 -4.422 -1.498
H -3.372 -3.599 0.553
H -2.297 -2.216 0.350
H -1.648 -3.751 0.893
```

Atomic partial charges in e from the Mulliken method, atoms 1 to 2: 2.34 -1.27

***

Entry 5:
Below is a 7-piece molecular cluster, C10H34O10 overall at a distorted geometry, with properties calculated with wB97M-V/def2-TZVPD.

Results
SMILES: OCCO.OCCO.OCCO.CO.CO.CO.CO
ΔE to the lowest compared entry with this formula, charge and spin in kJ/mol: 68.5
Largest force on an atom in eV/A: 1.72
E_tot in eV: -31392.763
Frontier orbital gap in eV: 9.83
HOMO in eV: -9.6356
Spin multiplicity: 1

XYZ file:
```
54
C10H34O10 (wB97M-V/def2-TZVPD)
O 2.522 2.306 -1.558
C 2.126 3.652 -1.886
C 2.764 4.618 -0.895
O 4.067 4.202 -0.511
H 3.318 2.061 -2.035
H 2.544 3.811 -2.884
H 1.041 3.710 -1.899
H 2.124 4.654 -0.002
H 2.830 5.643 -1.250
H 3.949 3.331 -0.120
O 0.402 -5.809 2.361
C 1.672 -5.179 2.054
C 1.385 -3.972 1.201
O 0.930 -4.361 -0.082
H 0.057 -5.407 3.162
H 2.154 -4.889 2.991
H 2.230 -5.948 1.530
H 2.325 -3.429 1.035
H 0.727 -3.239 1.680
H 0.188 -4.947 0.121
O -3.283 -3.589 -2.779
C -2.502 -3.425 -1.608
C -3.357 -3.457 -0.389
O -2.513 -3.072 0.707
H -2.701 -3.420 -3.524
H -1.743 -4.218 -1.554
H -1.943 -2.482 -1.608
H -3.769 -4.438 -0.139
H -4.181 -2.744 -0.502
H -3.054 -3.095 1.501
C -0.819 5.006 0.980
O -1.374 3.765 0.563
H -0.215 4.867 1.886
H -0.130 5.289 0.178
H -1.541 5.777 1.226
H -0.670 3.113 0.665
C -2.826 0.624 -1.777
O -1.949 0.024 -2.724
H -2.604 1.697 -1.722
H -3.844 0.527 -2.140
H -2.664 0.231 -0.771
H -1.060 0.300 -2.471
C 0.613 2.018 2.806
O 1.303 2.446 1.647
H 0.024 2.796 3.298
H -0.075 1.209 2.549
H 1.293 1.596 3.551
H 2.245 2.500 1.817
C 0.627 -0.440 -0.358
O 0.234 0.878 -0.616
H 1.402 -0.805 -1.040
H 0.961 -0.596 0.678
H -0.222 -1.120 -0.468
H 0.981 1.428 -0.877
```

Atomic partial charges in e from the Mulliken method, atoms 1 to 2: -0.63 -0.16

***

Entry 6:
Below is a 2-piece molecular cluster, C10H16O overall at a distorted geometry, with properties calculated with wB97M-V/def2-TZVPD.

Results
SMILES: Cc1ccc(O)cc1.CCC
ΔE to the lowest compared entry with this formula, charge and spin in kJ/mol: 194.8
Largest force on an atom in eV/A: 3.13
E_tot in eV: -12675.706
Frontier orbital gap in eV: 9.16
HOMO in eV: -8.3015
Spin multiplicity: 1

XYZ file:
```
27
C10H16O (wB97M-V/def2-TZVPD)
C -2.210 -0.095 1.970
C -0.832 -0.487 1.529
C -0.343 -1.754 1.822
C 0.937 -2.219 1.475
C 1.686 -1.331 0.719
O 2.685 -1.842 -0.089
C 1.320 -0.001 0.490
C 0.071 0.401 0.932
H -2.338 0.385 2.935
H -2.797 -1.019 1.944
H -2.615 0.626 1.247
H -1.012 -2.399 2.386
H 1.386 -3.154 1.762
H 3.083 -1.143 -0.595
H 2.077 0.763 0.339
H -0.281 1.382 0.649
C -1.350 2.856 -1.555
C -0.455 2.278 -2.635
C -0.718 0.835 -3.189
H -1.264 2.421 -0.545
H -2.426 2.782 -1.724
H -1.047 3.835 -1.178
H -0.659 2.924 -3.497
H 0.589 2.374 -2.337
H -1.768 0.576 -3.170
H -0.050 0.844 -4.049
H -0.177 0.126 -2.544
```

Atomic partial charges in e from the Mulliken method, atoms 1 to 2: -1.25 0.42

***

Entry 7:
Below is C3H2MgO2 as an isolated structure at a distorted geometry, with properties calculated with wB97M-V/def2-TZVPD.

Results
ΔE to the lowest compared entry with this formula, charge and spin in kJ/mol: 387.5
Largest force on an atom in eV/A: 3.27
E_tot in eV: -12677.014
Frontier orbital gap (spin up / spin down) in eV: 8.29 / 5.40
HOMO (spin up / spin down) in eV: -8.7014 / -6.4045
Spin multiplicity: 1

XYZ file:
```
8
C3H2MgO2 (wB97M-V/def2-TZVPD)
O -0.576 1.465 -0.281
C -1.341 0.481 0.227
C -1.425 -0.797 -0.404
O -0.074 -1.122 -0.611
C -0.257 -1.050 0.900
Mg 1.265 0.474 -0.172
H -2.124 0.722 0.963
H -2.216 -1.505 -0.656
```

Atomic partial charges in e from the Mulliken method, atoms 1 to 2: -0.67 0.25

***

Entry 8:
Below is an isolated ion of composition C5H6N and charge +1 at a distorted geometry, with properties calculated with wB97M-V/def2-TZVPD.

Results
SMILES: C1=C[N+]2=C(C1)C2
ΔE to the lowest compared entry with this formula, charge and spin in kJ/mol: 441.0
Largest force on an atom in eV/A: 6.47
E_tot in eV: -6760.607
Frontier orbital gap in eV: 10.07
HOMO in eV: -14.8913
Net charge: +1
Spin multiplicity: 1

XYZ file:
```
12
C5H6N (wB97M-V/def2-TZVPD)
C 1.504 0.298 -0.118
C 0.595 1.290 -0.064
N -0.634 0.668 -0.157
C -0.619 -0.588 -0.117
C 0.773 -1.104 -0.229
C -1.980 0.022 0.103
H 2.534 0.274 0.054
H 0.991 2.315 0.116
H 1.132 -1.637 -1.000
H 0.838 -1.535 0.814
H -2.755 0.136 -0.589
H -2.378 -0.140 1.186
```

Atomic partial charges in e from the Mulliken method, atoms 1 to 2: -0.28 -0.24

***

Entry 9:
Below is C22H19AsNO13S2Sn as an isolated structure at a distorted geometry, with properties calculated with wB97M-V/def2-TZVPD.

Results
ΔE to the lowest compared entry with this formula, charge and spin in kJ/mol: 262.6
Largest force on an atom in eV/A: 4.84
E_tot in eV: -139573.123
Frontier orbital gap in eV: 4.73
HOMO in eV: -5.1787
Net charge: -1
Spin multiplicity: 1

XYZ file:
```
59
C22H19AsNO13S2Sn (wB97M-V/def2-TZVPD)
Sn -0.892 0.119 -1.457
O -3.250 -6.245 1.491
C -2.591 -5.435 2.144
O -2.180 -5.274 3.301
C -2.084 -4.175 1.201
C -0.744 -3.785 1.259
C -0.351 -2.698 0.489
N -1.273 -2.098 -0.256
C -2.482 -2.460 -0.325
C -3.009 -3.527 0.391
C -3.378 -1.583 -1.366
O -4.560 -1.826 -1.303
O -2.640 -0.797 -2.069
H -0.037 -4.292 1.899
H 0.658 -2.308 0.445
H -4.047 -3.799 0.289
O -0.864 2.131 -4.816
As -0.446 2.950 -3.302
O 0.899 1.801 -2.824
O -1.479 2.263 -2.140
C 2.069 1.593 -3.435
C 2.933 2.610 -3.828
C 4.180 2.295 -4.337
C 4.581 0.970 -4.476
C 3.696 -0.044 -4.151
C 2.444 0.274 -3.658
S 1.238 -0.984 -3.336
O 1.191 -1.179 -1.871
O 1.673 -2.142 -4.059
O -0.086 -0.464 -3.777
H -0.911 1.181 -4.615
H 2.610 3.634 -3.691
H 4.857 3.094 -4.612
H 5.570 0.730 -4.839
H 3.949 -1.087 -4.282
C 2.111 0.594 5.045
C 0.931 0.955 4.185
C 0.065 -0.034 3.721
C -0.953 0.279 2.840
C -1.119 1.589 2.423
C -0.293 2.593 2.898
C 0.726 2.272 3.780
S -2.300 1.925 1.111
C -3.747 2.049 2.206
O -2.524 0.582 0.452
H 1.918 -0.306 5.626
H 2.375 1.406 5.722
H 2.974 0.402 4.404
H 0.207 -1.062 4.030
H -1.605 -0.489 2.441
H -0.429 3.614 2.560
H 1.394 3.048 4.133
H -3.795 1.148 2.813
H -4.621 2.122 1.561
H -3.663 2.933 2.834
O 2.402 1.947 -0.535
C 1.792 1.251 0.242
O 0.602 0.753 0.221
H 2.308 0.988 1.203
```

Atomic partial charges in e from the Mulliken method, atoms 1 to 2: 2.11 -0.68